Entry from OMol25: a structure of composition C6H13NO2 (the ωB97M-V functional and the def2-TZVPD basis).

* relative energy (zero: lowest compared OMol25 entry of this formula, charge and spin): 55.8 kcal/mol
* largest force on an atom: 4.525 eV/A
* total charge: 0
* E_LUMO: 0.74 eV
* Kohn-Sham gap: 9.477 eV

Geometry as XYZ:
```
22
Properties=species:S:1:pos:R:3:forces:R:3:mulliken_charge:R:1
C -0.08282 1.15241 -0.12757 3.11 -3.08 -1.14 0.77
C 1.08218 -0.29723 -0.56782 0.76 3.35 -0.33 -0.53
C 0.30626 2.24863 -1.08505 -0.18 -0.02 -0.19 -1.53
C -1.28356 -1.17666 1.46926 0.95 -0.62 0.09 -1.18
C 1.47688 -1.65379 -0.00356 -0.63 -0.19 0.34 -1.29
N -1.36710 0.62011 -0.28452 -0.90 -1.68 0.41 -0.32
C -1.31741 -0.83223 0.00104 -4.00 1.05 -1.15 0.67
O 0.22276 1.49231 1.16058 -0.30 0.42 1.21 -0.53
O -1.79935 -1.56653 -0.85521 1.51 0.61 1.26 -0.59
H -0.60925 1.57763 1.65171 0.20 0.02 -0.11 0.41
H -1.72409 0.70036 -1.23048 0.11 0.09 0.01 0.31
H 1.97219 0.32574 -0.41803 0.09 -0.05 -0.24 0.38
H 0.95116 -0.36186 -1.65076 -0.19 -0.04 0.02 0.29
H 1.34240 2.55143 -0.91963 -0.14 -0.12 0.02 0.35
H 0.18261 1.92836 -2.12036 0.06 0.02 0.02 0.36
H -0.33222 3.12297 -0.91381 0.02 -0.11 0.03 0.42
H -1.34272 -2.25924 1.58377 -0.19 0.08 -0.08 0.33
H -0.37588 -0.86769 1.98460 0.00 0.25 -0.15 0.34
H -2.12904 -0.69141 1.96310 0.00 -0.04 -0.26 0.36
H 1.60196 -1.61840 1.08182 -0.14 -0.18 -0.06 0.27
H 2.44687 -1.95852 -0.41243 -0.08 0.28 -0.05 0.41
H 0.77814 -2.43641 -0.30665 -0.06 -0.03 0.36 0.31
```
Forces are in eV/Å.